No. 1
# C2H6N

A cluster of 2 separate species, C2H6N in total at a distorted geometry (ωB97M-V/def2-TZVPD, the Open Molecules 2025 dataset).

Calculated values
DFT total energy = -3656.53601 eV
energy above the lowest of the compared OMol25 structures with the same formula, charge and spin = 49.4 kcal per mole
multiplicity = 2
highest occupied orbital energy (spin up / spin down) = -8.98 / -8.92 eV

Each line ends with the natural charge from an NBO analysis.
CARTESIAN COORDINATES (ANGSTROEM)
1 C 0.8683 0.5128 -1.4102  -0.41
2 C 0.5984 -0.3156 -0.3886  -0.43
3 N -1.2810 -0.2318 1.3852  -0.55
4 H 0.0693 1.1529 -1.7069  0.18
5 H -0.1567 -0.1240 0.4126  0.24
6 H 1.3981 -0.9691 0.0374  0.16
7 H 2.0182 0.7492 -1.7222  0.20
8 H -1.9399 0.3485 1.8052  0.31
9 H -1.5747 -1.1229 1.5875  0.30

---

No. 2
# C7H13BF7NO3P

A cluster of 2 separate species, C7H13BF7NO3P in total (ωB97M-V/def2-TZVPD, the Open Molecules 2025 dataset).

Calculated values
DFT total energy = -44097.14902 eV
charge = -1
highest occupied orbital energy = -6.93 eV

Each line ends with the natural charge from an NBO analysis.
CARTESIAN COORDINATES (ANGSTROEM)
1 C -1.5221 -0.0032 2.6537  -0.35
2 C -0.8788 -0.5014 1.6069  -0.20
3 C -0.1488 0.3345 0.5971  -0.47
4 C 0.9287 -0.4237 -0.1764  0.10
5 C 2.2847 -0.4175 0.5223  -0.46
6 C 2.3137 -1.1696 1.8373  0.05
7 F 2.5392 -2.5342 1.5970  -0.38
8 O 1.1039 0.2578 -1.4447  -0.53
9 C 1.5776 -0.4854 -2.4704  0.52
10 O 1.0527 -1.5162 -2.8166  -0.56
11 B 2.8945 0.0209 -3.2492  0.98
12 N 3.9853 0.6594 -2.5703  -1.08
13 O 2.9125 -0.1322 -4.6235  -0.93
14 H -2.0853 -0.6376 3.3236  0.20
15 H -1.5592 1.0615 2.8504  0.19
16 H -0.9295 -1.5731 1.4400  0.20
17 H 0.2955 1.2207 1.0525  0.20
18 H -0.8805 0.6734 -0.1409  0.26
19 H 0.5873 -1.4441 -0.3564  0.20
20 H 2.5636 0.6211 0.7040  0.22
21 H 3.0294 -0.8906 -0.1229  0.20
22 H 3.1471 -0.8219 2.4503  0.16
23 H 1.3915 -1.0758 2.4050  0.19
24 H 4.6613 1.0025 -3.2442  0.38
25 H 4.4854 0.0979 -1.8926  0.40
26 H 3.1912 -1.0115 -4.8917  0.51
27 F -3.8618 0.3819 0.8504  -0.60
28 P -5.2795 1.2414 0.7071  2.60
29 F -6.0143 1.9158 -0.6205  -0.60
30 F -6.1103 2.4199 1.5321  -0.60
31 F -5.6988 0.4054 2.0826  -0.60
32 F -5.8120 -0.1288 -0.0653  -0.60
33 F -4.1640 2.4528 0.4735  -0.60

---

No. 3
# C2H6N2O3

A cluster of 2 separate species, C2H6N2O3 in total at a distorted geometry (ωB97M-V/def2-TZVPD, the Open Molecules 2025 dataset).

Calculated values
DFT total energy = -11294.50938 eV
energy above the lowest of the compared OMol25 structures with the same formula, charge and spin = 18.9 kcal per mole
highest occupied orbital energy = -10.20 eV
structure (SMILES) = NC(=O)O.NC=O

Each line ends with the natural charge from an NBO analysis.
CARTESIAN COORDINATES (ANGSTROEM)
1 N -0.7790 0.3290 -1.8445  -0.87
2 C -1.3437 0.6542 -0.5988  0.89
3 O -2.0997 -0.3912 -0.1099  -0.71
4 O -1.1885 1.6921 0.0079  -0.60
5 H -0.6968 -0.6364 -2.1237  0.40
6 H 0.0211 0.9376 -2.1059  0.40
7 H -2.7735 -0.6229 -0.7837  0.49
8 C 1.4511 -0.7462 1.1697  0.53
9 N 2.5173 0.1568 1.1285  -0.85
10 O 1.2867 -1.6531 0.3694  -0.59
11 H 0.8054 -0.6696 2.1154  0.12
12 H 2.4555 1.0372 1.6342  0.40
13 H 3.3870 -0.0765 0.7109  0.40

---

No. 4
# C4H3F3

A cluster of 2 separate species, C4H3F3 in total at a distorted geometry (ωB97M-V/def2-TZVPD, the Open Molecules 2025 dataset).

Calculated values
DFT total energy = -12343.62559 eV
energy above the lowest of the compared OMol25 structures with the same formula, charge and spin = 91.8 kcal per mole
highest occupied orbital energy = -10.08 eV
structure (SMILES) = FC#CF.C=CF

Each line ends with the natural charge from an NBO analysis.
CARTESIAN COORDINATES (ANGSTROEM)
1 C -3.1118 1.6258 -0.3809  0.22
2 C -2.7693 0.8058 -1.2191  0.29
3 C -0.3492 -1.4093 -0.0013  -0.50
4 C 0.1917 -1.4568 -1.2133  0.22
5 F -2.8041 2.1715 0.7555  -0.27
6 F -2.8557 0.3164 -2.3599  -0.25
7 F 1.1477 -0.4916 -1.4770  -0.36
8 H 0.0808 -0.6408 0.6206  0.22
9 H -1.0130 -2.1792 0.3800  0.22
10 H -0.0530 -2.0445 -2.1235  0.19

---

No. 5
# C33H41BeF4N4Si

A structure of composition C33H41BeF4N4Si (ωB97M-V/def2-TZVPD, the Open Molecules 2025 dataset).

Calculated values
DFT total energy = -59997.47739 eV
charge = +1
energy above the lowest of the compared OMol25 structures with the same formula, charge and spin = 0.0 kcal per mole
highest occupied orbital energy = -9.91 eV

Each line ends with the Löwdin charge.
CARTESIAN COORDINATES (ANGSTROEM)
1 Be -0.0160 -1.2702 0.6643  0.17
2 C 2.0942 -0.1975 4.4901  -0.16
3 Si 2.2787 -1.1345 2.8539  0.44
4 C 3.5078 -2.5354 3.1568  -0.15
5 C 3.0524 0.0568 1.6040  -0.15
6 N 0.7716 -1.6879 2.1738  -0.10
7 C 0.0231 -2.6415 2.8306  -0.29
8 C 0.2313 -3.2387 4.0871  -0.03
9 C -0.6467 -4.1950 4.5729  -0.08
10 C -1.7592 -4.6084 3.8489  -0.09
11 C -1.9964 -4.0507 2.5994  -0.01
12 C -1.1014 -3.1139 2.1634  -0.16
13 F -1.2498 -2.4955 0.9010  0.04
14 H 3.0657 0.2181 4.7693  0.04
15 H 1.7769 -0.8449 5.3089  0.03
16 H 1.3892 0.6343 4.4409  0.01
17 H 4.4546 -2.1180 3.5088  0.04
18 H 3.7196 -3.1113 2.2543  0.02
19 H 3.1574 -3.2339 3.9187  0.03
20 H 3.8281 0.6455 2.0988  0.04
21 H 2.3278 0.7562 1.1806  0.02
22 H 3.5324 -0.4752 0.7794  0.02
23 H 1.0850 -2.9476 4.6830  0.08
24 H -0.4602 -4.6310 5.5461  0.11
25 H -2.4321 -5.3529 4.2485  0.11
26 H -2.8455 -4.3375 1.9927  0.12
27 C -3.2711 -0.7260 -5.6516  -0.06
28 C -2.9789 0.4071 -4.6661  -0.56
29 C -4.3057 1.0721 -4.2668  -0.03
30 C -2.0697 1.4375 -5.3549  -0.03
31 C -2.2854 -0.0930 -3.4094  -0.13
32 C -1.9814 -1.4339 -3.1886  0.03
33 C -1.3498 -1.8104 -2.0146  -0.07
34 N -1.0175 -0.9456 -1.0671  0.07
35 C -1.3081 0.3454 -1.2517  -0.18
36 C -1.9301 0.8023 -2.3978  0.06
37 C -0.9466 1.1738 -0.0841  -0.15
38 C -1.0554 2.5486 -0.0238  0.07
39 C -0.7974 3.2276 1.1694  -0.13
40 C -0.4818 2.4406 2.2744  0.04
41 C -0.3472 1.0732 2.1288  -0.07
42 N -0.5315 0.4471 0.9695  0.10
43 C -0.9193 4.7391 1.2460  -0.56
44 C -0.1810 5.3879 0.0660  -0.04
45 C -0.3317 5.2926 2.5472  -0.05
46 C -2.4169 5.0885 1.1788  -0.03
47 H -3.7599 -0.3167 -6.5353  0.09
48 H -3.9413 -1.4705 -5.2187  0.09
49 H -2.3529 -1.2173 -5.9785  0.09
50 H -4.8259 1.4154 -5.1614  0.09
51 H -4.1466 1.9351 -3.6186  0.08
52 H -4.9528 0.3646 -3.7457  0.10
53 H -2.5500 1.8011 -6.2637  0.09
54 H -1.1146 0.9870 -5.6311  0.09
55 H -1.8729 2.2975 -4.7133  0.08
56 H -2.2270 -2.1971 -3.9112  0.11
57 H -1.0988 -2.8486 -1.8255  0.13
58 H -2.1586 1.8545 -2.5019  0.12
59 H -1.3527 3.0972 -0.9063  0.11
60 H -0.3164 2.8782 3.2473  0.12
61 H -0.0640 0.4416 2.9585  0.09
62 H 0.8775 5.1216 0.0796  0.10
63 H -0.2618 6.4723 0.1391  0.09
64 H -0.6005 5.0937 -0.8963  0.08
65 H 0.7091 4.9882 2.6730  0.10
66 H -0.9025 4.9725 3.4200  0.09
67 H -0.3625 6.3814 2.5198  0.09
68 H -2.8519 4.7791 0.2268  0.09
69 H -2.5494 6.1662 1.2808  0.09
70 H -2.9649 4.5972 1.9844  0.09
71 F 5.5136 -1.8463 -3.2708  0.15
72 C 5.1874 -2.7213 -2.3117  -0.59
73 F 5.1849 -3.9495 -2.8491  0.16
74 F 6.1466 -2.6870 -1.3728  0.16
75 C 3.8488 -2.3993 -1.6940  -0.08
76 C 3.2958 -3.2764 -0.7733  0.04
77 C 2.1041 -2.9255 -0.1683  -0.08
78 N 1.4560 -1.7932 -0.4531  0.05
79 C 1.9819 -0.9729 -1.3638  -0.09
80 C 3.1817 -1.2265 -2.0036  0.04
81 H 3.7905 -4.2046 -0.5223  0.14
82 H 1.6545 -3.5606 0.5844  0.13
83 H 1.4308 -0.0667 -1.5800  0.12
84 H 3.5829 -0.5282 -2.7231  0.13

---

No. 6
# C21H15Cl2CoLuO4P

A structure of composition C21H15Cl2CoLuO4P at a distorted geometry (ωB97M-V/def2-TZVPD, the Open Molecules 2025 dataset).

Calculated values
DFT total energy = -135750.02421 eV
charge = +4
multiplicity = 5
highest occupied orbital energy (spin up / spin down) = -19.76 / -19.76 eV

Each line ends with the natural charge from an NBO analysis.
CARTESIAN COORDINATES (ANGSTROEM)
1 Co 0.0831 0.4669 -6.5803  1.15
2 Lu -0.8721 0.7709 -0.1268  2.01
3 Cl -0.5069 1.8944 -5.0894  -0.45
4 Cl 0.3669 0.4913 -2.1039  -0.49
5 C -0.2697 -1.3225 0.6596  0.43
6 C -0.2957 1.3373 -8.0647  0.40
7 C 0.5414 -0.8355 -7.6715  0.38
8 O 0.0320 -2.3213 1.1597  -0.26
9 O -0.5164 1.8144 -9.1009  -0.25
10 O 0.8014 -1.6406 -8.4689  -0.22
11 O 0.2253 1.8099 1.2399  -1.16
12 P -0.0050 1.5340 2.7702  1.92
13 C -1.6807 0.9118 2.9687  -0.48
14 C -2.6085 1.0226 1.8880  -0.35
15 C -3.8354 0.3329 1.9555  -0.16
16 C -4.1671 -0.3775 3.1059  -0.13
17 C -3.3243 -0.3620 4.2201  -0.15
18 C -2.1094 0.3244 4.1751  -0.09
19 C 1.2445 0.3843 3.3297  -0.54
20 C 1.0963 -0.3429 4.5237  -0.16
21 C 2.0713 -1.2658 4.8993  -0.18
22 C 3.2502 -1.3876 4.1573  -0.11
23 C 3.4323 -0.6164 3.0021  -0.21
24 C 2.4180 0.2408 2.5738  -0.13
25 C 0.1686 3.0813 3.6219  -0.40
26 C -0.9089 3.6269 4.3409  -0.11
27 C -0.6954 4.7420 5.1536  0.06
28 C 0.5759 5.3252 5.2428  -0.15
29 C 1.6179 4.8404 4.4365  -0.12
30 C 1.4205 3.7234 3.6215  0.07
31 H -2.4846 1.8022 1.0848  0.19
32 H -4.5324 0.3897 1.1127  0.27
33 H -5.1166 -0.9142 3.1650  0.28
34 H -3.5951 -0.8928 5.1342  0.28
35 H -1.5275 0.4332 5.0949  0.24
36 H 0.2378 -0.1936 5.1740  0.22
37 H 1.9093 -1.8795 5.7863  0.27
38 H 4.0200 -2.0894 4.4727  0.27
39 H 4.3611 -0.6958 2.4319  0.26
40 H 2.5289 0.7954 1.6399  0.23
41 H -1.8977 3.1642 4.2709  0.26
42 H -1.5254 5.1442 5.7326  0.28
43 H 0.7522 6.1595 5.9246  0.30
44 H 2.5936 5.3301 4.4584  0.29
45 H 2.2288 3.3308 2.9942  0.26

---

- What is the formula in the sixth record?
  C21H15Cl2CoLuO4P

---

- The lowest DFT total energy belongs to which entry?
  C21H15Cl2CoLuO4P